1.
DFT (ωB97M-V/def2-TZVPD) results for a 2-piece molecular cluster, C2H10NS overall at a distorted geometry.

Computed properties:
LUMO energy in eV: -3.32
Charge: +1
Highest occupied orbital energy in eV: -14.152
Energy in eV: -14554.6929
M in g/mol: 80.176
Maximum force in eV/Å: 1.3

```
14
C2H10NS ωB97M-V/def2-TZVPD
C 0.35583 1.64278 -0.07060
N -0.39216 0.37440 0.15526
C -0.01429 -0.21334 1.49311
H 0.13664 1.96384 -1.06895
H 0.01539 2.38972 0.65598
H 1.45270 1.43053 0.07416
H -0.14037 -0.35491 -0.56834
H -1.40510 0.52796 0.13242
H 1.06659 -0.44363 1.47466
H -0.58203 -1.10546 1.65741
H -0.21967 0.53246 2.30441
S -0.43863 -1.77117 -2.33136
H -0.62937 -3.10137 -2.05801
H 0.79448 -1.87182 -1.85015
```

Formally, the Löwdin partial charges of the atoms, in units of the elementary charge, are as follows: atom 1 (C): -0.009, atom 2 (N): -0.081, atom 3 (C): -0.006, atom 4 (H): 0.094, atom 5 (H): 0.112, atom 6 (H): 0.128, atom 7 (H): 0.027, atom 8 (H): 0.177, atom 9 (H): 0.113, atom 10 (H): 0.091, atom 11 (H): 0.123, atom 12 (S): 0.568, atom 13 (H): -0.142, atom 14 (H): -0.195

2.
DFT (ωB97M-V/def2-TZVPD) results for a 2-piece molecular cluster, C2H10NS2 overall at a distorted geometry.

Computed properties:
LUMO energy in eV: -3.89
Charge: +1
Highest occupied orbital energy in eV: -13.092
Energy in eV: -25389.4441
M in g/mol: 112.243
Maximum force in eV/Å: 1.7

```
15
C2H10NS2 ωB97M-V/def2-TZVPD
C -0.12370 -1.02821 -0.31568
C -0.49486 0.12867 -1.16483
S 0.58229 0.30862 -2.62213
N -0.96878 -0.87201 0.92290
H 0.93429 -0.98166 0.04220
H -0.28860 -2.05370 -0.70642
H -0.43416 1.03800 -0.55696
H -1.53141 0.02738 -1.50799
H -0.11054 1.39131 -3.01295
H -0.88403 -1.69021 1.49995
H -1.95050 -0.69808 0.65212
H -0.62032 -0.08847 1.43669
S 2.28159 1.05488 2.16197
H 2.54067 2.27247 1.62640
H 1.06806 1.19100 1.54473
```

Formally, the Löwdin partial charges of the atoms, in units of the elementary charge, are as follows: atom 1 (C): -0.242, atom 2 (C): -0.597, atom 3 (S): 0.763, atom 4 (N): 0.192, atom 5 (H): 0.127, atom 6 (H): 0.152, atom 7 (H): 0.079, atom 8 (H): 0.091, atom 9 (H): -0.112, atom 10 (H): 0.169, atom 11 (H): 0.186, atom 12 (H): 0.116, atom 13 (S): 0.513, atom 14 (H): -0.176, atom 15 (H): -0.260

3.
DFT (ωB97M-V/def2-TZVPD) results for a 2-piece molecular cluster, C2H10O2Si2 overall at a distorted geometry.

Computed properties:
LUMO energy in eV: 0.41
Highest occupied orbital energy in eV: -7.522
Energy in eV: -22086.5311
M in g/mol: 122.272
Maximum force in eV/Å: 4.6

```
16
C2H10O2Si2 ωB97M-V/def2-TZVPD
C 0.26932 -0.63848 -2.23190
C 1.22035 -1.56030 1.08541
O 1.50960 1.65324 -0.55054
O -1.03825 0.98278 -0.13390
Si -2.02844 1.17103 1.07148
Si 0.38909 0.44805 -0.64884
H 1.13383 -1.20867 -2.26266
H -0.55672 -1.38037 -2.20256
H 0.14774 -0.06630 -3.12286
H 0.73132 -1.04522 1.97729
H 0.52499 -2.26303 0.62695
H 2.23925 -1.84446 0.97287
H 1.61578 2.44740 -0.01361
H -1.02746 0.74921 2.05981
H -2.94856 0.19267 0.56749
H -2.72938 2.47530 1.01258
```

Formally, the Löwdin partial charges of the atoms, in units of the elementary charge, are as follows: atom 1 (C): -0.153, atom 2 (C): -0.080, atom 3 (O): -0.146, atom 4 (O): -0.453, atom 5 (Si): 0.523, atom 6 (Si): 0.497, atom 7 (H): -0.011, atom 8 (H): 0.052, atom 9 (H): 0.011, atom 10 (H): -0.039, atom 11 (H): -0.058, atom 12 (H): -0.060, atom 13 (H): 0.067, atom 14 (H): -0.038, atom 15 (H): -0.056, atom 16 (H): -0.058

4.
DFT (ωB97M-V/def2-TZVPD) results for a 4-piece molecular cluster, C2H10O4 overall at a distorted geometry.

Computed properties:
LUMO energy in eV: 0.55
Highest occupied orbital energy in eV: -9.979
SMILES string: C=CO.O.O.O
Energy in eV: -10425.1266
M in g/mol: 98.098
Maximum force in eV/Å: 1.5

```
16
C2H10O4 ωB97M-V/def2-TZVPD
C 2.42890 0.31906 0.98152
C 1.17939 0.04656 1.33265
O 0.28839 -0.49197 0.40726
H 3.10341 0.95154 1.53840
H 2.83868 -0.20508 0.12207
H 0.80573 0.37741 2.29912
H 0.24524 0.23652 -0.23642
H -0.36453 1.78927 -2.15107
H 0.72242 1.96686 -1.00746
O 0.42007 1.40544 -1.73712
H -1.13705 -1.78398 0.55597
H -2.35257 -1.95727 1.60167
O -2.04310 -2.05472 0.69238
H -2.41715 -0.69050 -0.94607
H -1.45083 -0.00371 -1.96306
O -2.26699 0.09457 -1.48986
```

Formally, the Löwdin partial charges of the atoms, in units of the elementary charge, are as follows: atom 1 (C): 0.017, atom 2 (C): -0.245, atom 3 (O): -0.069, atom 4 (H): 0.055, atom 5 (H): 0.072, atom 6 (H): 0.109, atom 7 (H): 0.043, atom 8 (H): 0.062, atom 9 (H): 0.060, atom 10 (O): -0.047, atom 11 (H): -0.007, atom 12 (H): 0.050, atom 13 (O): -0.058, atom 14 (H): 0.011, atom 15 (H): 0.000, atom 16 (O): -0.053

Q: What is the formula in the second record?
A: C2H10NS2

Q: Among the records above, which one has the highest energy?
A: C2H10O4

Please write out number 1 again, unchanged.
DFT (ωB97M-V/def2-TZVPD) results for a 2-piece molecular cluster, C2H10NS overall at a distorted geometry.

Computed properties:
LUMO energy in eV: -3.32
Charge: +1
Highest occupied orbital energy in eV: -14.152
Energy in eV: -14554.6929
M in g/mol: 80.176
Maximum force in eV/Å: 1.3

```
14
C2H10NS ωB97M-V/def2-TZVPD
C 0.35583 1.64278 -0.07060
N -0.39216 0.37440 0.15526
C -0.01429 -0.21334 1.49311
H 0.13664 1.96384 -1.06895
H 0.01539 2.38972 0.65598
H 1.45270 1.43053 0.07416
H -0.14037 -0.35491 -0.56834
H -1.40510 0.52796 0.13242
H 1.06659 -0.44363 1.47466
H -0.58203 -1.10546 1.65741
H -0.21967 0.53246 2.30441
S -0.43863 -1.77117 -2.33136
H -0.62937 -3.10137 -2.05801
H 0.79448 -1.87182 -1.85015
```

Formally, the Löwdin partial charges of the atoms, in units of the elementary charge, are as follows: atom 1 (C): -0.009, atom 2 (N): -0.081, atom 3 (C): -0.006, atom 4 (H): 0.094, atom 5 (H): 0.112, atom 6 (H): 0.128, atom 7 (H): 0.027, atom 8 (H): 0.177, atom 9 (H): 0.113, atom 10 (H): 0.091, atom 11 (H): 0.123, atom 12 (S): 0.568, atom 13 (H): -0.142, atom 14 (H): -0.195

Q: Among the records above, which one has the lowest maximum force?
A: C2H10NS